Molecular formula: C3H7F2N
Method: DFT, the ωB97M-V functional and the def2-TZVPD basis

Each line ends with the Mulliken charge.
CARTESIAN COORDINATES (ANGSTROEM)
C (-3.407473, -0.168521, 0.303881)  -0.685
C (-2.164090, -0.083911, -0.072365)  0.547
F (-1.167786, -0.923032, -0.184277)  -0.204
F (-1.725586, 1.124894, -0.445819)  -0.222
H (-3.948087, 0.702676, 0.322573)  0.295
H (-3.819550, -1.128846, 0.632567)  0.247
C (2.606675, -0.331221, -0.510280)  -0.729
N (1.670327, 0.599187, 0.275917)  -0.532
H (2.565368, 0.037829, -1.500632)  0.285
H (3.616559, -0.362890, -0.099721)  0.262
H (2.009496, -1.159495, -0.434382)  0.311
H (1.616795, 0.223513, 1.223111)  0.211
H (2.147355, 1.469818, 0.489421)  0.215

Force components x, y, z for each atom (eV/Å):
0.42 -3.51 0.66
0.89 1.96 -0.61
-0.51 -0.60 0.19
0.34 -0.15 -0.09
-1.27 1.72 0.01
0.11 0.57 -0.18
-0.83 3.24 1.76
1.28 -0.08 0.43
0.38 0.17 -1.11
-0.09 -0.41 -0.16
-0.45 -2.89 -0.20
-0.30 -0.31 -0.20
0.04 0.29 -0.50

Values from the calculation:
* orbital gap: 0.3895 Eh
* E_HOMO: -9.53 eV
* net charge: 0
* SMILES: C=C(F)F.CN
* energy above the lowest of the compared OMol25 structures with the same formula, charge and spin: 2.161 eV